Run 1
Density functional theory data (ωB97M-V/def2-TZVPD) for a single C3HF2N molecule.

Each line ends with the natural charge from an NBO analysis.
Positions of all 7 atoms, in Å:
N  -2.88  0.14  -0.22  -0.247
C  -1.67  -0.02  0.18  0.226
C  -0.38  -0.57  0.17  -0.477
C  0.79  -0.02  -0.12  0.798
F  1.25  1.33  0.08  -0.307
F  1.86  -0.85  -0.14  -0.295
H  -0.30  -1.75  0.72  0.302

The structure (SMILES) is N#CC=C(F)F. Its LUMO energy is -0.98 eV. As for the highest occupied orbital energy: -0.38481 Ha. As for the net charge: 0.



Run 2
Density functional theory data (ωB97M-V/def2-TZVPD) for a single C3HF2N molecule.

Each line ends with the natural charge from an NBO analysis.
Positions of all 7 atoms, in Å:
C  -0.94  0.23  -0.10  0.541
C  1.18  1.58  -0.17  0.085
C  0.49  1.85  0.90  0.229
N  -0.76  1.34  0.50  -0.455
F  -2.08  -0.09  -0.71  -0.298
F  0.72  2.56  1.98  -0.267
H  -0.22  -0.57  -0.26  0.166

Its LUMO energy is -0.82 eV. As for the highest occupied orbital energy: -0.36453 Ha. As for the net charge: 0.



Taking the most stable structure as the zero point, the relative energies in hartree are run 1 0.0000; run 2 0.0674.